Record 1
{"formula": "C4H13NO2", "method": "ωB97M-V/def2-TZVPD", "charge": 0, "smiles": "CN[C@H](C)CO.O", "lumo_ev": 0.5, "fmax_ev_per_a": 4.44, "orbital_gap_ev": 9.236, "elements": ["C", "N", "C", "C", "C", "O", "H", "H", "H", "H", "H", "H", "H", "H", "H", "H", "H", "O", "H", "H"], "coordinates": [[-0.4569, -1.4875, -0.5066], [-0.9150, -0.3080, -1.2371], [-0.8084, 0.9616, -0.5043], [-0.9206, 2.1296, -1.4930], [0.5468, 1.0512, 0.2717], [0.4794, 2.1687, 1.2589], [-0.7678, -1.5554, 0.5379], [0.6475, -1.4116, -0.4220], [-0.7161, -2.4673, -1.0613], [-0.4947, -0.2786, -2.1446], [-1.5707, 1.1432, 0.2531], [-1.4628, 2.8834, -0.8668], [-1.5009, 1.8308, -2.3792], [-0.0233, 2.5758, -1.8863], [1.2645, 0.3386, 0.6181], [1.2900, 1.4930, -0.4432], [0.6977, 1.8905, 2.1560], [1.9620, -3.6746, 2.7400], [1.5194, -4.1292, 2.0120], [1.2297, -3.1540, 3.0967]]}

Record 2
{"formula": "C4H13NO2", "method": "ωB97M-V/def2-TZVPD", "charge": 0, "smiles": "C1CCNC1.O.O", "lumo_ev": 0.6, "fmax_ev_per_a": 2.38, "orbital_gap_ev": 9.119, "elements": ["C", "C", "C", "N", "C", "H", "H", "H", "H", "H", "H", "H", "H", "H", "O", "H", "H", "O", "H", "H"], "coordinates": [[0.3086, 0.4986, -1.2470], [0.6831, 0.3247, 0.2011], [0.6485, 1.7436, 0.8403], [-0.0507, 2.5771, -0.1678], [-0.5755, 1.7853, -1.2603], [-0.4560, -0.1891, -1.6193], [1.0945, 0.3641, -1.9484], [1.6745, -0.0595, 0.4307], [-0.0436, -0.2777, 0.7154], [0.0181, 1.7369, 1.6997], [1.6323, 2.1886, 0.9891], [-0.7358, 3.2056, 0.2178], [-0.4409, 2.3137, -2.2129], [-1.6316, 1.4927, -1.2366], [-3.0006, -2.9350, 0.8632], [-2.1270, -2.6190, 0.5896], [-3.2045, -2.5397, 1.7138], [1.7889, -3.3249, 0.7736], [2.6539, -3.6819, 0.5298], [1.7639, -2.6041, 0.1282]]}

Record 3
{"formula": "C4H13NO3", "method": "ωB97M-V/def2-TZVPD", "charge": 0, "smiles": "NCCCC=O.O.O", "lumo_ev": 0.7, "fmax_ev_per_a": 2.32, "orbital_gap_ev": 9.220, "elements": ["N", "C", "C", "C", "C", "O", "H", "H", "H", "H", "H", "H", "H", "H", "H", "O", "H", "H", "O", "H", "H"], "coordinates": [[0.4749, 0.3251, 2.0334], [0.8374, -1.0514, 1.7788], [0.1273, -1.6337, 0.4498], [1.0754, -1.4256, -0.7543], [0.4399, -0.4522, -1.7054], [-0.6731, -0.5469, -2.1703], [1.0459, 1.0777, 1.7027], [-0.4510, 0.4836, 1.6899], [0.4026, -1.6529, 2.5946], [1.8922, -1.2330, 1.6922], [-0.1478, -2.6942, 0.5053], [-0.7478, -0.9892, 0.4048], [1.5316, -2.2772, -1.2401], [1.9938, -0.9411, -0.4030], [1.0632, 0.3872, -2.0485], [-2.1710, 2.0733, -1.6530], [-2.1266, 2.2358, -2.5958], [-2.4529, 1.1648, -1.5184], [-0.3763, 2.2558, 0.4864], [-0.9372, 2.7455, 1.1283], [-0.8006, 2.1484, -0.3771]]}

Record 4
{"formula": "C4H13NO3", "method": "ωB97M-V/def2-TZVPD", "charge": 0, "lumo_ev": -2.9, "fmax_ev_per_a": 3.43, "orbital_gap_ev": 5.346, "elements": ["C", "O", "C", "C", "C", "O", "N", "H", "H", "H", "H", "H", "H", "H", "H", "H", "H", "H", "H", "H", "O"], "coordinates": [[0.7890, 1.8693, -1.5769], [1.0946, 2.4386, -0.2632], [1.0238, 0.4116, -1.5170], [0.3402, -0.3734, -0.6267], [1.2727, -1.2112, 0.4372], [0.4792, -1.4630, 1.5051], [-2.1494, 0.3261, 1.9516], [1.3027, 2.5613, -2.2331], [-0.2694, 2.1213, -1.6384], [1.8298, 1.9168, 0.0722], [1.3548, 0.0648, -2.4658], [-0.2400, 0.2976, 0.0030], [-0.3768, -1.1171, -1.0885], [1.6090, -2.1142, -0.0886], [2.1384, -0.5890, 0.6588], [-1.3923, 0.3533, 2.6180], [-2.0497, -0.4280, 1.2652], [-2.5086, 1.2371, 1.7118], [-0.3959, -1.8105, 1.0147], [-2.2709, -2.5748, 0.0849], [-1.5813, -1.9166, 0.1760]]}

Record 5
{"formula": "C4H13NO4", "method": "ωB97M-V/def2-TZVPD", "charge": 0, "smiles": "C[C@@H](C=O)NCO.O.O", "lumo_ev": 0.4, "fmax_ev_per_a": 2.60, "orbital_gap_ev": 10.043, "elements": ["C", "C", "C", "O", "N", "C", "O", "H", "H", "H", "H", "H", "H", "H", "H", "H", "O", "H", "H", "O", "H", "H"], "coordinates": [[-0.5986, -0.7712, 1.5393], [0.5825, -0.7307, 0.6223], [1.3109, -2.0519, 0.2779], [1.5883, -2.8322, 1.1585], [0.1884, -0.0896, -0.6536], [1.1400, 0.8922, -1.1489], [2.2234, 0.2848, -1.8946], [-1.4991, -1.2209, 1.1180], [-0.5011, -1.2745, 2.5019], [-0.7411, 0.3050, 1.7006], [1.4289, -0.1992, 1.0828], [1.7370, -2.2561, -0.7077], [-0.0620, -0.8013, -1.3329], [0.7632, 1.5684, -1.9129], [1.5872, 1.3567, -0.2777], [1.8950, -0.4047, -2.4804], [-2.8682, 2.2433, 1.6058], [-3.3312, 2.1286, 0.7654], [-2.2461, 2.9742, 1.4984], [-2.3177, 1.7639, -1.1482], [-1.8060, 1.1583, -0.5914], [-1.8147, 2.2410, -1.8049]]}

Record 6
{"formula": "C4H13NO4", "method": "ωB97M-V/def2-TZVPD", "charge": 0, "smiles": "C[C@@H](O)CNC=O.O.O", "lumo_ev": 0.6, "fmax_ev_per_a": 3.66, "orbital_gap_ev": 10.113, "elements": ["C", "C", "O", "C", "N", "C", "O", "H", "H", "H", "H", "H", "H", "H", "H", "H", "O", "H", "H", "O", "H", "H"], "coordinates": [[1.3565, 1.1892, -1.2677], [1.0620, 0.4127, -0.0026], [2.2254, 0.3703, 0.8735], [-0.0867, 1.0696, 0.7916], [-0.7147, 0.0237, 1.5812], [-2.0913, -0.1751, 1.5777], [-2.8326, 0.3401, 0.7234], [2.2421, 0.9879, -1.8616], [1.4468, 2.2940, -1.0975], [0.4854, 1.1884, -1.9870], [0.7393, -0.6982, -0.4429], [2.8583, 1.0292, 0.4951], [0.3235, 1.7731, 1.4851], [-0.8112, 1.5751, 0.2246], [-0.0076, -0.3310, 2.2111], [-2.6357, -0.8796, 2.2928], [-0.8633, -0.4046, -2.8036], [-1.6685, 0.0541, -2.5289], [-1.2006, -0.7617, -3.7123], [-0.3666, -2.9370, 1.0881], [0.3305, -2.3117, 1.2833], [0.2088, -3.8086, 1.0764]]}

Energy above the lowest of the compared OMol25 structures with the same formula, charge and spin for the records above, in order: 48.39, 27.82, 48.85, 153.93, 48.76, 47.84 kcal per mole